[1]
Entry from OMol25: a structure of composition C27H34NOSiTb (wB97M-V/def2-TZVPD).

```
65
Properties=species:S:1:pos:R:3:forces:R:3
C -1.016359 -2.266096 1.007405 -0.34 -0.36 -0.71
C -1.809350 -1.543578 0.066591 0.34 -0.86 -0.39
C -1.118514 -1.542815 -1.183302 0.07 -0.42 0.45
H -2.802840 -1.137286 0.235859 0.35 0.00 0.04
C 0.101633 -2.274900 -1.013757 -0.54 -0.04 0.45
C 0.153117 -2.729189 0.336455 -0.27 0.05 -0.39
H 0.820944 -2.502113 -1.800005 -0.19 0.11 0.31
C -0.193211 1.645922 2.406991 -0.12 0.07 -0.05
C -1.435825 1.112836 1.964882 0.07 0.66 -0.15
C -1.645408 1.542235 0.616727 0.66 0.74 0.13
H -2.143554 0.541662 2.564136 0.33 0.09 -0.18
C -0.502041 2.312651 0.217740 -0.50 -0.32 0.91
C 0.394276 2.381043 1.345957 -0.70 -0.33 -0.51
H -1.502858 -1.166199 -2.126824 0.12 0.09 0.19
H 0.974987 -3.282285 0.787269 -0.31 0.18 -0.07
H -1.240624 -2.400427 2.060316 0.07 -0.03 -0.27
H 1.333196 2.939511 1.361303 -0.33 -0.36 0.12
H -2.537293 1.384247 0.009099 0.38 -0.07 0.25
H 0.286072 1.422058 3.356969 -0.29 0.23 -0.26
Tb 0.288503 -0.162366 0.564270 0.46 0.38 0.16
C -0.236174 2.905004 -1.146417 0.32 -0.25 -0.22
C 0.490829 4.246519 -0.972292 -0.16 0.16 -0.19
C -1.541177 3.092212 -1.934546 0.14 0.10 -0.03
H -0.113022 4.900622 -0.330274 0.18 -0.14 -0.07
H 0.638237 4.715960 -1.949061 -0.02 -0.03 0.38
H 1.473438 4.102489 -0.508453 -0.16 0.08 -0.05
H -2.233831 3.720868 -1.360455 0.12 -0.14 -0.17
H -2.026077 2.128599 -2.146206 0.07 0.20 0.08
H -1.316910 3.583115 -2.889537 -0.13 -0.08 0.19
C 0.655830 1.876526 -1.914196 0.00 0.17 -0.33
C 1.153737 2.347038 -3.291855 0.01 0.51 -0.67
H 0.071635 0.944562 -2.076751 0.21 0.32 0.11
H 1.571149 1.623964 -1.329301 -0.33 0.17 -0.17
O 1.182834 3.521659 -3.657845 0.01 -1.13 0.41
N 1.579250 1.372783 -4.156316 0.39 -0.24 0.12
C 1.541688 -0.079770 -4.005841 0.06 0.34 0.07
H 1.974173 1.731067 -5.019247 -0.24 0.03 0.24
C 0.222118 -0.700150 -4.430347 -0.30 0.01 -0.18
C 0.096497 -2.093001 -4.413838 -0.19 0.13 -0.02
H 0.967628 -2.693598 -4.133629 -0.36 0.08 -0.07
C -1.116768 -2.696893 -4.743707 0.13 0.16 -0.06
H -1.204812 -3.783312 -4.695421 -0.02 0.32 -0.06
C -2.206706 -1.909288 -5.134752 0.13 0.13 0.09
H -3.151484 -2.382697 -5.406797 0.27 0.15 0.11
C -2.077368 -0.518397 -5.184560 0.37 -0.08 0.07
H -2.910827 0.111856 -5.495469 0.17 -0.24 0.06
C -0.859754 0.088382 -4.840100 -0.08 -0.34 0.07
H -0.744086 1.173514 -4.906180 -0.12 -0.38 0.08
H 1.768180 -0.356737 -2.959380 -0.07 0.07 -0.40
H 2.350595 -0.494895 -4.627660 -0.20 0.12 0.28
C -0.432423 -2.464895 6.233080 -0.20 -0.11 -0.05
Si 1.117751 -1.596575 5.634087 0.09 0.05 -0.41
C 1.387780 -0.006147 6.582028 0.09 0.16 0.10
C 2.611326 -2.714960 5.671506 0.17 -0.13 0.18
C 1.032679 -1.198686 3.841428 -0.17 0.02 -0.98
C 1.050746 -0.996916 2.620863 0.35 0.06 1.41
H -0.340506 -2.796752 7.276513 0.03 0.10 -0.20
H -0.637887 -3.349906 5.616198 0.06 0.15 0.12
H -1.312622 -1.810888 6.165449 0.21 -0.09 0.02
H 1.601763 -0.186734 7.643425 -0.05 0.03 -0.17
H 2.238546 0.534800 6.147559 -0.13 -0.09 0.11
H 0.512514 0.653858 6.517905 0.14 -0.16 0.01
H 2.418830 -3.585140 5.031652 0.03 0.11 0.16
H 3.456996 -2.174153 5.228857 -0.10 -0.10 0.13
H 2.890836 -3.059815 6.671803 0.01 0.00 -0.10
```
Forces are in eV/Å.

Output
E_LUMO (alpha / beta): -0.4 / -0.1 eV
Largest force on an atom: 1.45 eV Å⁻¹
Frontier orbital gap (alpha / beta): 7.79 / 8.12 eV
Multiplicity: 7
HOMO (alpha / beta): -0.2995 / -0.3013 Ha

Results of the Löwdin charge analysis, in e, for atoms 1 through 2: C -0.232; C -0.212

[2]
Entry from OMol25: the molecule C6H7N (wB97M-V/def2-TZVPD).

```
14
Properties=species:S:1:pos:R:3:forces:R:3
C 1.892616 0.355607 0.830595 -0.07 0.06 0.11
C 0.600852 0.640105 0.175508 0.11 -0.10 -0.03
C -1.532786 -0.068331 -0.800118 -0.13 -0.02 0.03
C -0.760433 -0.685212 -1.889519 0.56 -0.37 -0.69
N -0.027248 -1.141972 -2.659913 -0.81 0.42 0.65
C -0.587846 -0.000759 0.413254 0.14 -0.09 0.16
C -0.774050 -0.543162 1.711528 -0.16 0.11 -0.47
H 1.760243 -0.136168 1.793312 0.03 0.09 -0.09
H 2.352005 -0.364744 0.133095 0.08 0.09 0.12
H 2.562352 1.216773 0.875814 -0.14 -0.05 0.08
H 0.650184 1.312848 -0.688046 0.03 -0.18 0.07
H -2.411664 -0.680622 -0.580314 0.12 0.10 -0.01
H -1.878724 0.918167 -1.134240 0.04 -0.14 0.11
H -1.845500 -0.822530 1.819043 0.20 0.09 -0.01
```
Forces are in eV/Å.

Output
E_LUMO (alpha / beta): -1.1 / -1.1 eV
Largest force on an atom: 1.12 eV Å⁻¹
Frontier orbital gap (alpha / beta): 7.47 / 7.47 eV
Multiplicity: 1
Energy relative to the best compared isomer or geometry (same formula, charge and spin): 4.8114 eV
HOMO (alpha / beta): -0.3150 / -0.3150 Ha

Results of the Löwdin charge analysis, in e, for atoms 1 through 2: C -0.074; C -0.068

[3]
Entry from OMol25: a cluster of 12 separate species, C32H63Cl8N5O14 in total (wB97M-V/def2-TZVPD).

```
122
Properties=species:S:1:pos:R:3:forces:R:3
C 18.304210 21.611410 -18.600650 0.24 -0.56 -1.60
C 18.519370 21.405300 -20.155510 -0.09 0.81 1.54
O 19.052300 22.715830 -20.522060 0.14 -0.18 0.43
C 19.469760 23.405430 -19.394010 -0.02 1.14 -2.09
O 20.082060 24.456580 -19.460440 -0.97 -2.00 0.48
O 19.006100 22.802450 -18.318370 0.90 0.59 1.19
H 18.730050 20.794060 -18.018670 -0.30 0.18 0.08
H 17.254480 21.845610 -18.423660 0.01 -0.48 0.33
H 17.530150 21.182630 -20.555450 0.36 0.45 -0.65
H 19.222050 20.629380 -20.459280 -0.07 0.18 0.38
C 22.415280 15.706880 -21.471110 0.97 2.28 1.74
C 22.606700 14.851560 -22.619540 0.35 0.75 -2.82
O 21.879200 13.717700 -22.310980 0.05 -2.58 -0.48
C 21.078900 13.951580 -21.298690 -4.89 -2.91 2.65
O 20.131460 13.192300 -20.896210 4.27 3.21 -1.90
O 21.355100 15.142610 -20.765690 -1.21 -0.86 0.79
H 22.098220 16.717520 -21.728360 0.59 0.10 0.06
H 23.300990 15.671740 -20.836780 -0.02 0.51 0.21
H 23.656990 14.687100 -22.860260 -0.16 -0.49 0.09
H 22.118900 15.292010 -23.489110 0.22 0.05 -0.35
C 20.683710 19.406540 -22.908140 -0.77 0.42 1.68
C 21.225810 20.819620 -22.915410 -1.78 -0.64 -0.09
O 22.294330 20.680690 -23.848520 0.58 2.07 0.14
C 22.751980 19.454440 -23.848560 -0.04 -2.74 -1.50
O 23.684920 19.017170 -24.500340 -1.58 0.98 1.77
O 21.834740 18.652760 -23.156960 1.83 -0.51 -0.85
H 19.858440 19.204590 -23.590960 0.33 0.01 -0.47
H 20.287090 19.190650 -21.916080 0.11 -0.30 0.00
H 21.500980 21.127860 -21.906770 0.65 0.10 -0.23
H 20.404820 21.445200 -23.265720 0.65 0.54 -0.32
C 20.840580 24.085860 -15.842430 -1.78 0.79 -0.30
C 21.611170 24.406510 -14.593430 0.64 -1.04 -1.36
O 22.823420 24.332010 -14.615630 1.00 -0.12 0.32
N 20.937430 24.686880 -13.484210 -0.74 0.62 1.62
C 21.634090 24.822210 -12.169920 -0.43 0.32 -1.72
H 20.701980 24.990660 -16.434220 0.91 0.06 -0.50
H 19.775800 23.905320 -15.694970 -0.07 -0.50 0.62
H 21.196700 23.240310 -16.430930 0.43 0.39 0.19
H 19.999260 25.037990 -13.613300 0.07 -0.34 0.37
H 22.408430 25.581790 -12.277360 0.02 0.05 0.23
H 22.127860 23.872040 -11.966310 -0.24 0.07 0.33
H 20.884370 25.132240 -11.441970 0.25 -0.29 0.11
C 15.543550 18.497860 -21.290450 0.73 0.06 -0.41
C 17.047220 18.164840 -21.237940 -0.74 1.88 0.59
O 17.846240 18.999120 -21.615840 0.69 0.87 -1.23
N 17.465070 17.065500 -20.662940 0.12 -1.80 0.25
C 18.888940 16.699260 -20.543690 -0.19 -0.42 0.33
H 15.235470 18.317500 -22.320330 -0.43 -0.70 0.14
H 15.406030 19.578330 -21.248360 0.37 0.02 0.49
H 14.954140 18.023390 -20.505870 -0.13 -0.22 -0.38
H 16.742300 16.520570 -20.214890 0.58 -0.31 0.02
H 19.489820 16.758830 -21.451160 -0.68 0.38 -0.43
H 18.966850 15.647710 -20.267500 -0.26 0.14 0.30
H 19.417410 17.314840 -19.815760 -0.19 0.09 0.18
C 22.281510 17.925850 -18.101230 -0.20 0.92 -0.31
C 22.053000 19.387220 -18.601500 3.00 -2.28 2.72
O 21.039000 19.674000 -19.160600 -1.83 1.14 -1.52
N 23.072680 20.215860 -18.257370 -1.26 1.24 -0.51
C 23.017830 21.641860 -18.583830 0.47 -0.82 -0.42
H 23.224900 17.758550 -17.581490 0.12 0.18 -0.23
H 22.198780 17.280040 -18.975410 -0.03 -0.18 0.14
H 21.491510 17.697310 -17.385850 -0.18 -0.10 -0.15
H 23.862400 19.992340 -17.668730 -0.02 -0.86 0.08
H 23.046530 22.247240 -17.677850 -0.10 0.14 -0.11
H 22.142910 21.844980 -19.201380 0.00 0.07 0.23
H 23.921720 21.800980 -19.171840 -0.12 0.64 -0.03
C 22.896440 14.891230 -16.428830 -0.29 -0.61 0.79
C 21.565360 14.197950 -16.182650 -0.83 0.16 -1.33
O 20.771080 13.930950 -17.083970 0.24 0.34 0.26
N 21.282290 13.892870 -14.905200 1.75 -0.02 0.51
C 20.091010 13.289890 -14.446840 -1.51 0.24 0.52
H 22.975080 15.351420 -17.413790 -0.15 -0.26 0.16
H 23.628420 14.098470 -16.274490 0.42 0.11 -0.32
H 23.062470 15.610730 -15.627050 0.11 0.21 -0.15
H 22.038110 13.959350 -14.238550 -0.09 0.26 -0.01
H 19.297030 14.036670 -14.448400 -0.32 0.07 -0.23
H 20.173170 13.054360 -13.385770 0.31 -0.33 -0.13
H 19.719650 12.442120 -15.022570 0.38 -0.09 -0.07
C 25.979330 17.698020 -15.247310 -0.45 1.11 0.58
C 25.396410 19.067100 -15.554340 0.01 0.29 -0.41
O 25.442350 19.486220 -16.719440 -0.24 0.19 0.39
N 24.958700 19.844740 -14.519890 0.55 -0.26 -0.30
C 24.770360 21.278470 -14.666610 -0.18 0.54 -0.80
H 27.035270 17.947810 -15.143870 0.23 -0.40 0.10
H 25.844260 16.985720 -16.061230 -0.16 0.18 0.15
H 25.584450 17.373080 -14.284720 0.14 -0.47 -0.08
H 24.920950 19.447920 -13.591870 0.03 -0.13 -0.01
H 24.112110 21.464830 -15.515180 -0.27 0.07 0.17
H 25.669990 21.841480 -14.915170 0.47 -0.42 -0.06
H 24.389460 21.806010 -13.792130 -0.32 -0.68 0.13
Cl 21.759360 17.675270 -14.318330 -0.15 0.05 0.13
C 21.314750 19.397690 -14.612780 -1.61 -0.25 -0.05
C 19.890380 19.699590 -14.022020 1.46 -0.22 0.37
Cl 19.528160 21.456380 -14.262130 0.06 -0.35 0.03
H 21.282640 19.507560 -15.696750 0.33 0.31 0.12
H 22.078300 19.981540 -14.098760 -0.20 0.17 -0.30
H 19.982930 19.502370 -12.954020 -0.32 0.24 0.02
H 19.042030 19.137970 -14.413180 0.44 0.01 -0.29
Cl 24.730470 18.920480 -21.242640 -0.27 -0.29 -0.17
C 26.057580 18.879720 -20.059440 -0.72 -0.36 1.22
C 26.613350 17.473470 -19.825730 0.11 0.34 -1.21
Cl 25.585890 16.217030 -19.016390 0.22 0.91 -0.29
H 25.641190 19.251180 -19.123100 0.22 0.36 -0.09
H 26.807540 19.544500 -20.488090 0.22 -0.25 0.39
H 27.557140 17.540280 -19.284530 -0.19 -0.08 0.06
H 26.779810 17.133210 -20.847800 0.31 -0.63 0.24
Cl 26.353700 22.837560 -18.328590 -0.31 -0.38 0.94
C 26.969390 23.463570 -19.817430 1.14 0.22 -1.29
C 28.196070 24.376660 -19.595100 -0.66 -0.18 0.12
Cl 29.579900 23.463820 -18.866230 -0.52 0.37 -0.22
H 26.154800 23.950070 -20.353950 0.16 0.46 0.19
H 27.255380 22.633700 -20.463670 0.10 -0.14 0.17
H 27.888470 25.180910 -18.926770 0.34 -0.11 0.19
H 28.575620 24.830330 -20.510640 -0.17 -0.26 -0.06
Cl 16.592970 15.567600 -17.830780 -0.30 -0.33 -1.46
C 17.325520 16.015660 -16.337290 0.96 -0.02 1.90
C 18.707730 16.724000 -16.378710 -0.92 -0.83 -0.22
Cl 18.469030 18.308350 -17.073170 -0.01 1.20 -0.45
H 17.392150 15.091480 -15.763230 0.33 -0.01 0.00
H 16.563450 16.606680 -15.829300 0.42 0.36 0.10
H 19.457320 16.237090 -17.002520 -0.26 -0.41 0.09
H 19.125150 16.865260 -15.381760 -0.20 -0.22 0.07
```
Forces are in eV/Å.

Output
E_LUMO (alpha / beta): 2.0 / 2.0 eV
Largest force on an atom: 6.27 eV Å⁻¹
Frontier orbital gap (alpha / beta): 1.92 / 9.34 eV
Net charge: -1
Multiplicity: 2
HOMO (alpha / beta): 0.0022 / -0.2712 Ha

Results of the Löwdin charge analysis, in e, for atoms 1 through 2: C -0.091; C -0.084

[4]
Entry from OMol25: a cluster of 2 separate species, C18H22B2F5N4O6PS in total (wB97M-V/def2-TZVPD).

```
59
Properties=species:S:1:pos:R:3:forces:R:3
C 3.095332 -0.996334 0.805441 0.47 0.21 -0.13
C 3.439619 0.183980 -0.073195 -0.21 -0.31 0.44
C 4.648275 0.838711 0.164155 -0.16 0.09 -0.13
C 5.066677 1.902447 -0.618949 -0.09 -0.35 0.11
C 4.256463 2.313278 -1.664967 0.36 0.26 0.05
C 3.050461 1.680972 -1.897258 0.08 -0.04 -0.13
C 2.611546 0.606715 -1.116458 0.07 0.58 -0.31
C 1.272555 -0.013018 -1.524948 0.48 0.14 0.31
C 0.189064 -0.058038 -0.459506 0.07 -0.70 -0.13
C -0.165757 -1.288350 0.116303 -0.51 0.66 0.01
C 0.458502 -2.592926 -0.300512 -0.27 -0.49 -0.23
O 1.045145 -3.330128 0.401429 0.22 0.22 0.16
O 0.265760 -2.916385 -1.670379 0.16 0.02 -0.09
F -1.077854 -3.356976 -1.724934 -0.10 0.27 0.07
C -1.142446 -1.346349 1.110032 0.72 -0.65 0.03
B -1.559501 -2.736232 1.818108 -0.18 -0.89 0.06
N -2.710260 -3.508613 1.349987 0.19 0.93 0.24
O -0.809653 -3.180582 2.842073 -0.47 1.20 0.40
C -1.776433 -0.185803 1.466341 -0.02 -0.22 0.38
N -2.765738 -0.256221 2.481810 -0.33 -0.23 -0.76
C -3.914972 -0.506271 2.120975 0.08 0.74 0.04
S -5.374079 -0.595022 1.623287 0.08 -0.38 0.27
N -1.480410 1.013355 0.891632 -0.36 -0.20 -0.78
P -2.278124 2.518683 1.354502 0.97 2.09 2.03
N -1.227399 3.401321 2.055962 -0.42 -0.63 -0.22
O -2.849577 3.059761 -0.011310 -0.34 -1.01 -0.03
O -3.584318 2.274537 2.235632 -0.03 -0.28 -0.80
C -0.489580 1.089699 -0.063232 0.56 0.16 -0.17
C -0.108792 2.399950 -0.703745 -0.15 0.04 -0.57
C -0.771124 2.598447 -2.108561 -0.02 0.21 0.77
C -1.135390 4.049123 -2.385532 -0.13 0.09 -0.85
O 0.009812 4.878003 -2.535874 0.02 -0.06 0.27
H 3.129255 -1.908375 0.209565 -0.32 -0.09 0.13
H 2.147213 -0.878273 1.327609 -0.10 -0.18 -0.15
H 3.855196 -1.119957 1.576935 -0.01 0.04 -0.01
H 5.258664 0.486262 0.986233 0.05 0.04 -0.03
H 6.022904 2.367420 -0.419453 -0.05 0.10 -0.06
H 4.585892 3.132017 -2.292733 -0.14 -0.02 -0.06
H 2.457371 2.029521 -2.738032 -0.11 -0.09 0.07
H 0.918629 0.569257 -2.372007 -0.11 -0.10 -0.03
H 1.453829 -1.012478 -1.919668 -0.11 -0.04 0.12
H -3.578330 -2.992681 1.452602 -0.15 -0.23 -0.35
H -2.570710 -3.763706 0.373931 -0.27 -0.39 0.07
H -1.369704 -3.748075 3.393484 0.47 -0.80 -0.36
H -1.503162 3.695745 2.984137 0.30 0.25 0.00
H -3.562594 3.691830 0.167860 0.02 0.06 -0.16
H -3.352498 2.301190 3.173887 -0.10 -0.15 0.05
H -0.276020 3.260142 -0.059093 -0.11 -0.09 0.04
H 0.963577 2.366100 -0.875527 0.04 0.06 0.33
H -0.061876 2.305545 -2.882933 -0.14 -0.18 -0.06
H -1.663726 1.973389 -2.177908 0.00 0.05 -0.19
H -1.715293 4.072366 -3.317068 -0.06 -0.01 0.09
H -1.767740 4.495955 -1.622723 0.17 -0.10 0.20
H 0.275197 4.869324 -3.458887 0.06 0.00 0.01
B -0.764157 -6.838814 0.905881 0.02 -0.11 0.03
F -1.474860 -7.931628 0.395541 -0.03 0.08 -0.02
F 0.578394 -7.185199 1.108938 0.00 0.10 -0.01
F -0.833288 -5.756713 -0.027697 -0.08 0.22 0.08
F -1.339979 -6.421887 2.128793 0.02 0.15 -0.01
```
Forces are in eV/Å.

Output
E_LUMO: -2.4 eV
Largest force on an atom: 3.07 eV Å⁻¹
Frontier orbital gap: 7.14 eV
Multiplicity: 1
Energy relative to the best compared isomer or geometry (same formula, charge and spin): 0.0000 eV
HOMO: -0.3497 Ha

Results of the Löwdin charge analysis, in e, for atoms 1 through 2: C -0.014; C -0.201

[5]
Entry from OMol25: a cluster of 2 separate species, CH4Cl4O2P in total (wB97M-V/def2-TZVPD).

```
12
Properties=species:S:1:pos:R:3:forces:R:3
O 3.401124 -0.248355 0.163471 -2.79 1.67 -1.70
P 2.100726 0.543525 -0.535778 0.76 -3.14 0.00
O 0.934345 -0.571982 -0.856374 1.91 2.65 0.89
H 3.632145 -0.917339 -0.517468 0.38 -0.03 0.56
H 1.675620 1.629554 0.272510 0.25 -0.66 -0.06
H 2.579527 1.035359 -1.785538 -0.54 -0.28 0.58
H 0.262013 -0.611552 -0.132549 -0.16 -0.23 -0.24
C -2.922176 -0.169911 0.677728 -0.66 0.27 -0.08
Cl -1.511794 -1.063040 1.300229 0.23 -0.09 0.05
Cl -3.261351 1.204756 1.740864 0.15 -0.26 -0.18
Cl -2.567330 0.416863 -0.959309 0.06 -0.08 0.16
Cl -4.322853 -1.247880 0.632213 0.39 0.18 0.02
```
Forces are in eV/Å.

Output
E_LUMO: -4.3 eV
Largest force on an atom: 3.67 eV Å⁻¹
Frontier orbital gap: 9.98 eV
Net charge: +1
Multiplicity: 1
HOMO: -0.5254 Ha

Results of the Löwdin charge analysis, in e, for atoms 1 through 2: O -0.188; P 0.986